{"formula": "H30O15", "method": "ωB97M-V/def2-TZVPD", "homo_energy_ev": -9.1, "lumo_ev": -0.37, "gap_ev": 8.7, "relative_energy_ev": 9.0387, "elements": ["H", "H", "O", "O", "O", "H", "H", "H", "H", "O", "H", "H", "H", "H", "O", "H", "H", "O", "O", "H", "H", "H", "H", "H", "H", "H", "O", "H", "O", "H", "O", "H", "H", "H", "H", "H", "H", "O", "H", "H", "O", "H", "O", "O", "O"], "positions_angstrom": [[3.206, -0.063, 0.994], [-4.146, 0.991, 0.253], [1.931, 2.670, -2.369], [1.078, -3.581, -3.083], [-4.970, 0.885, -0.299], [0.259, 4.292, -0.736], [-1.038, -0.031, 0.083], [0.943, 2.139, 2.308], [-0.967, 4.477, -1.657], [-0.003, 4.523, -1.647], [-1.620, 1.121, 1.833], [4.940, -1.169, -0.348], [1.972, -3.217, -3.181], [2.774, 3.042, -2.194], [3.473, -2.403, -0.526], [3.013, -1.578, -0.735], [0.474, -1.812, 4.157], [3.268, 0.848, 0.662], [-0.768, 1.421, 1.629], [2.997, -2.784, 0.174], [0.507, -1.633, 1.566], [-1.934, 3.590, -0.033], [4.074, 1.184, 0.842], [-0.810, 2.414, 1.891], [0.183, -0.042, -0.745], [-3.145, -3.393, -2.579], [-4.317, -1.548, 0.793], [-4.962, -2.128, 1.040], [1.152, 1.203, 2.114], [0.967, -2.816, 0.736], [-2.203, 2.843, -0.490], [-5.746, 1.231, 0.060], [4.308, -0.026, -1.126], [-2.166, 2.966, -1.465], [-3.633, -2.053, 0.288], [1.045, -3.945, -3.930], [-0.134, -0.592, 3.895], [0.048, -1.068, 4.661], [0.920, 0.747, 2.968], [-3.475, -2.280, -1.465], [0.408, -2.588, 1.536], [2.108, 1.765, -2.691], [-3.853, -3.000, -2.103], [4.564, -0.330, -0.228], [-0.724, -0.270, -0.854]], "forces_ev_per_a": [[0.3, 1.4, 0.0], [-2.0, 0.1, -0.6], [-1.0, -1.4, -0.6], [1.1, 1.1, 1.4], [3.2, -0.7, -1.1], [-0.2, 0.0, -0.8], [0.4, -0.3, -2.2], [0.8, -1.1, -0.1], [0.4, 0.2, 0.0], [-0.1, 0.3, 0.6], [-2.7, -0.5, 0.3], [1.3, -1.9, -0.6], [-0.1, 0.2, 0.9], [1.2, 0.5, 0.3], [0.0, -0.2, -1.8], [0.1, -0.3, 0.2], [-0.3, 0.2, 1.4], [-7.6, 1.3, 1.2], [-2.7, 3.4, -0.3], [-0.9, -1.0, 1.5], [-0.1, 0.3, 0.0], [0.7, 2.3, 0.8], [3.9, 1.2, 1.0], [-0.3, -2.7, -0.9], [1.3, 0.5, -0.2], [1.2, -0.2, -0.4], [4.0, 1.9, -1.5], [-2.6, -2.6, 0.9], [3.9, -0.4, 3.1], [-1.3, 0.2, 1.3], [-1.2, -2.5, -2.0], [-1.3, 1.0, 1.4], [0.4, -0.1, 1.0], [0.0, 0.0, 1.2], [-1.1, 0.4, 1.1], [-1.0, -1.4, -2.3], [-1.3, 2.1, -1.8], [1.4, -2.4, 0.4], [0.5, 1.0, -1.2], [-0.8, -2.0, -2.4], [1.3, -0.4, -1.3], [-0.1, 0.7, 0.3], [-0.4, 2.3, 2.5], [3.2, -0.2, -3.0], [-1.7, -0.1, 2.3]], "mulliken_charge": [0.323, 0.271, -0.543, -0.570, -0.594, 0.301, 0.257, 0.231, 0.235, -0.553, 0.295, 0.321, 0.291, 0.274, -0.616, 0.343, 0.361, -0.560, -0.463, 0.269, 0.319, 0.238, 0.271, 0.226, 0.269, 0.317, -0.502, 0.255, -0.561, 0.263, -0.472, 0.274, 0.299, 0.282, 0.257, 0.285, 0.248, -0.620, 0.315, 0.318, -0.591, 0.281, -0.619, -0.649, -0.579]}

{"formula": "H30O15", "method": "ωB97M-V/def2-TZVPD", "homo_energy_ev": -8.8, "lumo_ev": -1.25, "gap_ev": 7.6, "relative_energy_ev": 12.0401, "elements": ["H", "H", "O", "H", "H", "O", "H", "H", "O", "H", "O", "H", "H", "H", "O", "O", "O", "H", "H", "H", "H", "H", "H", "O", "O", "H", "O", "O", "O", "H", "H", "H", "O", "H", "H", "O", "H", "H", "O", "H", "H", "H", "H", "H", "H"], "positions_angstrom": [[-0.409, 2.380, -1.653], [-1.295, 0.886, -2.216], [3.177, 0.112, 1.102], [1.480, 2.022, 3.871], [0.209, -1.888, -1.147], [3.394, -1.586, -0.067], [-2.187, -1.437, 0.336], [1.309, -1.753, 2.586], [2.298, 1.895, -0.982], [-2.469, 0.961, -3.116], [-2.460, -1.706, -0.578], [-2.939, 3.225, -0.447], [1.065, 1.329, 2.625], [-2.780, -0.117, 2.308], [-2.522, 0.806, 2.054], [-1.919, 0.288, -2.644], [0.859, 2.076, 3.108], [-0.147, 0.776, -0.148], [-2.906, 1.801, -0.067], [0.366, -0.556, 0.330], [2.853, 2.394, -1.862], [-1.455, -2.229, -1.337], [-1.657, 0.596, 1.695], [1.916, -0.339, -2.211], [-0.186, 0.286, 0.676], [-1.275, -1.119, 2.336], [-0.195, 1.515, -1.486], [-3.520, 2.418, -0.455], [-2.229, -1.131, 2.543], [0.709, 1.198, -1.438], [-1.675, -1.612, -2.715], [1.755, -0.033, -3.150], [1.055, -1.558, -0.647], [1.516, 2.493, -0.898], [1.233, -0.827, -1.349], [0.534, -1.930, 2.065], [3.478, -0.573, 0.214], [3.770, 0.674, 1.690], [-1.323, -2.397, -2.229], [2.796, 0.771, 0.570], [2.661, -1.840, -0.455], [2.107, 0.104, -1.423], [-3.341, -1.913, -0.314], [0.638, -2.707, 1.647], [-2.296, -1.745, 3.282]], "forces_ev_per_a": [[0.0, 3.5, -0.6], [0.0, -0.9, 0.1], [1.1, 4.9, 6.3], [-0.8, 0.3, -0.7], [1.8, 0.1, 1.0], [7.6, 0.4, 1.1], [0.3, 0.3, -0.9], [0.6, 0.0, 0.1], [2.1, 3.7, -3.6], [0.1, -1.2, 0.4], [-1.4, 2.0, 5.3], [-1.2, -0.8, 0.0], [0.3, -2.7, -2.0], [-1.2, 2.9, -0.3], [-1.1, 4.5, -1.6], [-1.6, 1.1, -1.8], [0.5, 2.4, 2.6], [-1.2, 0.3, 1.0], [0.0, -1.1, 0.9], [-1.1, 1.1, 1.3], [-2.3, -2.4, 4.0], [-0.8, 0.0, 1.6], [0.3, 0.9, -0.3], [0.7, -0.3, -6.6], [2.0, -1.9, -0.2], [0.1, 0.0, 0.0], [0.2, -2.2, 0.4], [1.1, 1.9, -0.7], [2.1, -7.8, 1.9], [0.3, 0.8, -1.0], [0.4, -0.7, 0.9], [0.5, 0.5, 2.2], [-4.7, -1.2, -0.2], [1.2, -0.2, 0.5], [-1.5, -3.2, 1.1], [-1.5, 4.0, 2.7], [0.5, -4.4, -1.8], [-0.7, -1.0, -0.8], [2.8, -1.1, -6.0], [-1.5, 2.0, -1.0], [-5.2, -2.0, -2.8], [2.3, 2.9, 0.4], [-1.6, -0.6, -0.5], [0.9, -4.2, -2.4], [-0.1, -0.3, 0.0]], "mulliken_charge": [0.232, 0.413, -0.457, 0.286, 0.135, -0.846, 0.364, 0.225, -0.779, 0.332, -0.513, 0.302, 0.251, 0.425, -0.832, -0.614, -0.599, 0.506, 0.298, 0.396, 0.380, 0.411, 0.333, -0.526, -0.246, 0.254, -0.780, -0.613, -0.561, 0.015, 0.327, 0.376, -0.661, 0.397, 0.367, -0.542, 0.373, 0.351, -0.773, 0.264, 0.381, 0.218, 0.228, 0.226, 0.275]}

{"formula": "H30O15", "method": "ωB97M-V/def2-TZVPD", "homo_energy_ev": -10.5, "lumo_ev": -0.25, "gap_ev": 10.3, "relative_energy_ev": 5.2731, "elements": ["O", "O", "H", "H", "H", "H", "O", "O", "H", "O", "H", "H", "O", "H", "O", "H", "H", "O", "H", "H", "H", "O", "H", "O", "H", "O", "O", "H", "O", "H", "H", "H", "O", "H", "H", "H", "O", "H", "H", "H", "H", "H", "H", "H", "H"], "positions_angstrom": [[2.040, -1.674, 2.670], [-0.497, 4.391, 0.168], [-2.002, -2.304, -1.346], [-1.805, -1.822, 2.602], [0.763, 2.272, -4.234], [-1.193, -1.986, 1.294], [-2.571, 2.753, -0.840], [0.800, -4.599, -2.396], [0.903, -3.055, 1.932], [2.513, -0.005, -2.507], [-3.049, 2.084, -1.297], [3.403, 3.356, 1.549], [-2.510, 0.323, -0.195], [2.673, 0.613, 0.213], [-3.023, -2.428, -1.590], [-3.387, 0.427, 0.290], [-0.277, 4.883, -0.607], [-0.918, 0.567, 3.574], [3.548, 0.499, -1.096], [0.293, -0.274, 0.989], [-0.470, 0.330, -1.388], [2.956, 2.911, 2.229], [2.654, -1.507, 3.483], [-0.617, -0.580, -1.678], [-0.939, -0.312, -2.574], [0.177, 0.713, 1.027], [-1.797, -1.451, 1.806], [-3.199, -1.642, -0.860], [-0.051, 2.491, -4.640], [-1.789, 0.328, 0.478], [3.074, 0.695, -2.930], [1.643, -0.795, 2.485], [0.099, -3.353, 1.415], [-0.788, 1.918, -4.668], [-0.823, 0.848, 4.529], [2.932, 1.947, 2.018], [3.663, 0.394, -0.102], [0.042, -4.316, 1.491], [-1.392, 4.167, 0.034], [-0.754, 0.555, 1.579], [1.372, -4.664, -1.623], [-2.447, 2.219, -0.068], [2.766, -0.879, -2.634], [-1.874, 0.699, 3.478], [-0.142, -4.737, -2.061]], "forces_ev_per_a": [[1.3, 1.1, 2.0], [1.5, 0.2, 1.1], [-2.7, -0.8, -1.5], [0.1, -2.4, 5.3], [0.4, -1.3, 0.7], [0.3, -0.7, -0.3], [-0.1, 1.4, 0.0], [-1.8, -0.3, 0.6], [-1.0, -0.4, -0.6], [-0.7, 4.1, 0.0], [-0.6, -0.4, -1.4], [0.9, 0.6, -1.6], [-1.9, -0.1, 1.5], [3.3, -0.8, -1.2], [2.9, 3.5, 4.1], [1.8, -0.4, -0.5], [0.3, 0.5, -0.8], [-0.7, 0.6, 2.2], [0.0, -0.5, 2.0], [0.5, 1.0, -0.6], [0.4, -0.1, 0.9], [-1.1, -2.0, 1.7], [-1.7, -0.5, -2.3], [0.0, 1.0, -1.7], [0.2, -1.2, 0.7], [-3.6, -2.5, 1.8], [-0.6, 3.0, -4.9], [-0.1, -2.7, -2.7], [-0.1, 2.7, -1.3], [-1.1, -0.4, -0.9], [-0.5, -1.8, 0.1], [0.3, -0.6, 0.3], [1.1, 0.0, 0.6], [-0.3, -1.5, 0.5], [0.3, -0.4, -1.5], [0.2, 1.4, -0.1], [-3.3, 1.2, -0.1], [0.1, 0.4, 0.0], [-1.7, -0.5, -0.4], [3.9, 1.3, -1.1], [-0.2, 0.0, 0.0], [0.7, 0.0, 0.9], [1.2, -2.2, -0.8], [0.1, -0.2, -0.2], [2.0, 0.3, -0.6]], "mulliken_charge": [-0.684, -0.589, 0.250, 0.258, 0.306, 0.289, -0.633, -0.631, 0.363, -0.638, 0.283, 0.303, -0.728, 0.306, -0.667, 0.318, 0.287, -0.528, 0.354, 0.338, 0.243, -0.609, 0.329, -0.508, 0.281, -0.518, -0.455, 0.383, -0.610, 0.266, 0.329, 0.331, -0.638, 0.299, 0.249, 0.309, -0.653, 0.274, 0.342, 0.192, 0.310, 0.388, 0.302, 0.289, 0.318]}

{"formula": "H30O15", "method": "ωB97M-V/def2-TZVPD", "homo_energy_ev": -10.7, "lumo_ev": -1.27, "gap_ev": 9.4, "relative_energy_ev": 5.5491, "elements": ["H", "H", "H", "H", "H", "O", "H", "H", "H", "H", "H", "H", "O", "H", "H", "H", "O", "H", "H", "H", "H", "H", "O", "H", "O", "O", "H", "O", "H", "H", "H", "H", "O", "O", "H", "H", "H", "O", "O", "O", "O", "O", "O", "H", "H"], "positions_angstrom": [[3.034, 0.016, 0.346], [0.328, -2.618, 3.600], [1.321, -3.327, -1.834], [-0.428, -0.036, 0.756], [-1.335, 2.419, 4.189], [-0.763, -3.687, 1.504], [2.731, 2.442, -1.987], [2.276, 1.430, -3.163], [-2.338, 0.185, -3.121], [-3.824, 0.499, -3.193], [-0.848, 1.331, 4.950], [-1.642, 3.909, -1.022], [4.235, -1.966, -1.666], [-0.029, -3.290, -2.530], [3.449, -2.528, -1.849], [-0.169, -3.331, 0.819], [-2.040, -2.141, 0.137], [0.284, -2.347, 5.043], [3.161, 2.177, 1.259], [2.453, -0.912, -0.644], [0.399, -0.747, -0.185], [1.587, 2.929, -0.357], [1.187, 3.872, -0.413], [3.913, -1.204, -1.259], [-2.585, 4.115, -0.967], [0.773, -3.842, -2.437], [4.622, 2.078, 1.622], [2.547, -0.831, 0.269], [-5.162, -0.863, 0.400], [-0.632, -3.139, 2.200], [-2.207, -2.984, 0.465], [-4.749, -0.432, -1.017], [-1.300, 1.153, -1.954], [2.846, 1.508, -2.405], [-0.870, 0.526, -1.461], [1.222, 4.062, 0.528], [-2.934, 3.435, -0.388], [-0.535, -0.502, -0.024], [3.975, 2.675, 1.480], [-1.586, 1.863, 4.951], [0.367, -1.854, 4.147], [-5.135, -0.138, -0.223], [-3.223, -0.159, -3.484], [-1.715, -1.617, 0.885], [-0.660, 1.871, -1.967]], "forces_ev_per_a": [[-0.3, -0.6, 0.1], [0.3, -0.9, -1.1], [-0.1, -0.2, 0.0], [0.1, 2.0, 2.7], [-0.8, 0.1, 0.5], [0.8, -3.1, -2.8], [0.2, -2.4, -1.7], [-0.4, 0.3, -0.5], [-1.9, -0.6, -0.7], [-0.9, 1.0, 0.3], [2.6, -2.5, 0.6], [-0.2, 0.1, 0.0], [0.0, -2.6, -1.5], [0.4, -0.5, 0.0], [1.0, 0.5, 0.1], [-0.5, -0.4, 0.2], [-1.2, 1.8, -1.1], [0.2, 1.7, -1.9], [0.9, 0.4, 0.4], [-0.5, -0.2, -2.4], [-0.5, -0.1, 0.1], [-1.1, 2.2, -0.6], [1.1, -3.0, 0.3], [-0.3, 1.7, 0.9], [0.4, 0.1, 0.0], [-0.4, 0.7, 0.1], [3.4, -3.2, 0.8], [0.3, 1.2, 2.4], [0.2, -0.3, -0.1], [0.3, 2.5, 3.4], [-0.7, -2.2, 1.0], [0.9, -0.9, -1.3], [-1.1, 3.0, -2.1], [0.2, 2.0, 2.2], [1.3, -2.9, 2.4], [-0.2, 0.7, 0.3], [-0.2, -0.2, 0.0], [2.4, -0.3, -2.4], [-4.3, 2.7, -1.1], [-1.8, 2.3, -1.1], [-0.3, -0.8, 3.1], [-0.9, 1.2, 1.4], [2.6, -0.4, 0.3], [-0.5, -0.7, -0.7], [-0.2, 0.3, -0.3]], "mulliken_charge": [0.287, 0.302, 0.263, 0.311, 0.307, -0.634, 0.329, 0.307, 0.407, 0.284, 0.295, 0.290, -0.562, 0.358, 0.291, 0.378, -0.581, 0.329, 0.294, 0.174, 0.291, 0.227, -0.571, 0.392, -0.611, -0.607, 0.304, -0.604, 0.299, 0.216, 0.327, 0.313, -0.571, -0.610, 0.374, 0.326, 0.318, -0.777, -0.580, -0.603, -0.591, -0.608, -0.633, 0.303, 0.248]}

Molecular weight? In order: 270.22 270.23 270.23 270.22 g mol⁻¹.
E? In order: -1146.30790 -1146.19760 -1146.44629 -1146.43614 a.u..